# 1
# C63H47O4P3SiTa

A molecular structure, C63H47O4P3SiTa in a non-equilibrium geometry (wB97M-V/def2-TZVPD, OMol25).

Values from the calculation:
max |F|: 1.9 eV Å⁻¹
total charge: -1
spin multiplicity: 1
total energy: -111585.1371 eV
molar mass: 1170.02 g/mol

Each line ends with the Mulliken charge.
Atoms and positions in Å:
Ta 0.014 0.717 0.155  1.325
C 2.161 -5.530 -2.254  -0.768
C 2.037 -5.639 -0.872  -0.955
C 1.446 -4.622 -0.133  -0.366
C 0.942 -3.481 -0.766  0.253
C 1.111 -3.370 -2.145  -0.029
C 1.705 -4.384 -2.889  -0.648
P 0.074 -2.115 0.155  1.615
C 0.869 -2.462 1.787  0.500
C 2.240 -2.222 1.885  -0.636
C 2.936 -2.511 3.050  -0.790
C 2.269 -3.072 4.136  -1.113
C 0.905 -3.312 4.051  -0.453
C 0.206 -2.996 2.888  -0.499
C -1.642 -2.781 0.379  0.234
C -1.893 -4.143 0.592  -0.167
C -3.186 -4.617 0.765  -0.939
C -4.257 -3.731 0.715  -0.853
C -4.016 -2.383 0.497  -0.068
C -2.717 -1.880 0.317  0.442
Si -2.454 -0.003 0.109  -0.859
C -3.278 0.534 -1.529  1.730
C -4.660 0.544 -1.783  -0.682
C -5.174 0.860 -3.031  -0.699
C -4.309 1.135 -4.084  -1.507
C -2.941 1.116 -3.865  -0.861
C -2.418 0.870 -2.591  -0.234
P -0.586 0.800 -2.316  2.295
C 0.177 2.228 -3.252  1.239
C -0.485 3.163 -4.047  -0.720
C 0.196 4.237 -4.615  -0.727
C 1.560 4.391 -4.411  -0.771
C 2.238 3.465 -3.628  -0.857
C 1.554 2.401 -3.047  -1.181
C -0.268 -0.547 -3.565  0.001
C 0.837 -0.572 -4.410  -0.427
C 0.974 -1.574 -5.370  -0.759
C -0.004 -2.548 -5.516  -0.784
C -1.111 -2.536 -4.676  -0.709
C -1.228 -1.558 -3.699  0.276
C -3.430 0.724 1.585  1.394
C -4.829 0.841 1.685  -0.042
C -5.437 1.368 2.813  -0.834
C -4.659 1.801 3.885  -1.089
C -3.281 1.696 3.811  -0.088
C -2.666 1.165 2.673  -0.339
P -0.835 1.056 2.523  1.779
C -0.226 2.723 2.997  -0.127
C 0.001 3.192 4.289  -0.353
C 0.608 4.425 4.495  -0.932
C 0.997 5.184 3.397  -0.833
C 0.732 4.732 2.108  -0.498
C 0.098 3.508 1.889  -0.750
C -0.417 0.019 3.987  0.502
C 0.855 0.084 4.565  -0.523
C 1.150 -0.662 5.702  -0.746
C 0.192 -1.497 6.265  -0.802
C -1.056 -1.611 5.664  -0.626
C -1.353 -0.863 4.529  -0.872
H 2.628 -6.325 -2.825  0.380
H 2.411 -6.519 -0.360  0.423
H 1.381 -4.725 0.944  0.474
H 0.800 -2.466 -2.641  0.315
H 1.822 -4.263 -3.961  0.426
H 2.774 -1.818 1.030  0.626
H 3.996 -2.282 3.113  0.386
H 2.809 -3.303 5.050  0.365
H 0.374 -3.736 4.898  0.586
H -0.863 -3.172 2.844  0.240
H -1.071 -4.847 0.634  0.442
H -3.355 -5.675 0.939  0.388
H -5.273 -4.089 0.848  0.425
H -4.865 -1.699 0.466  0.228
H -5.358 0.286 -0.993  0.075
H -6.247 0.867 -3.189  0.421
H -4.699 1.339 -5.076  0.348
H -2.271 1.266 -4.702  0.686
H -1.552 3.091 -4.205  0.314
H -0.351 4.961 -5.210  0.419
H 2.086 5.232 -4.850  0.364
H 3.303 3.568 -3.444  0.478
H 2.108 1.702 -2.427  0.296
H 1.599 0.191 -4.329  0.411
H 1.847 -1.581 -6.013  0.410
H 0.095 -3.312 -6.280  0.381
H -1.875 -3.302 -4.765  0.441
H -2.086 -1.574 -3.035  0.184
H -5.466 0.531 0.861  -0.035
H -6.519 1.447 2.858  0.404
H -5.128 2.220 4.770  0.330
H -2.671 2.048 4.635  0.416
H -0.263 2.583 5.145  0.414
H 0.800 4.778 5.504  0.405
H 1.500 6.134 3.545  0.349
H 1.007 5.340 1.249  0.522
H 0.322 3.510 -0.249  1.134
H 1.617 0.713 4.117  0.419
H 2.142 -0.594 6.140  0.464
H 0.421 -2.070 7.158  0.351
H -1.804 -2.281 6.077  0.373
H -2.329 -0.965 4.068  0.383
O 3.903 1.167 -0.677  -0.694
C 2.937 0.755 -0.094  -0.021
O 1.872 0.175 -0.666  -0.445
C 2.779 0.893 1.439  0.500
O 3.725 1.065 2.165  -0.728
O 1.528 0.781 1.793  -0.538
C -0.333 3.063 0.507  -0.155
C -1.747 3.575 0.223  0.160
C -2.188 3.769 -1.092  -0.204
C -3.467 4.215 -1.398  -0.308
C -4.369 4.514 -0.379  -0.871
C -3.938 4.391 0.936  -0.718
C -2.650 3.946 1.230  0.117
H -1.489 3.575 -1.889  0.511
H -3.761 4.323 -2.440  0.385
H -5.375 4.854 -0.607  0.369
H -4.608 4.646 1.753  0.417
H -2.349 3.891 2.268  0.292

# 2
# C2H3ClO2S

A single C2H3ClO2S molecule in a non-equilibrium geometry (wB97M-V/def2-TZVPD, OMol25).

Values from the calculation:
max |F|: 9.6 eV Å⁻¹
total charge: 0
spin multiplicity: 1
energy above the lowest of the compared OMol25 structures with the same formula, charge and spin: 71.0 kcal per mole
SMILES: O=S1(=O)C[C@@H]1Cl
molar mass: 126.56 g/mol

Each line ends with the natural charge from an NBO analysis.
Atoms and positions in Å:
O -1.393 1.692 0.761  -0.871
S -1.057 0.384 -0.110  2.011
O -1.968 -0.189 -0.986  -0.859
C 0.732 0.411 -0.541  -0.623
C 0.317 -0.645 0.632  -0.405
Cl 0.333 -2.327 0.220  0.029
H 1.245 1.132 -0.016  0.244
H 1.077 0.019 -1.486  0.254
H 0.713 -0.476 1.525  0.220

# 3
# H10O4S

5 unconnected molecules or ions with the total composition H10O4S in a non-equilibrium geometry (wB97M-V/def2-TZVPD, OMol25).

Values from the calculation:
max |F|: 3.9 eV Å⁻¹
total charge: +1
spin multiplicity: 2
energy above the lowest of the compared OMol25 structures with the same formula, charge and spin: 28.6 kcal per mole
⟨S²⟩: 0.75
molar mass: 106.14 g/mol

Each line ends with the natural charge from an NBO analysis.
Atoms and positions in Å:
S -2.253 1.289 -1.396  0.593
H -1.219 0.589 -1.651  0.185
H -1.894 2.473 -1.718  0.166
H -0.996 1.694 1.512  0.471
H -0.293 1.085 0.274  0.449
O -0.129 1.334 1.223  -0.881
H -0.764 -1.791 1.117  0.466
H 0.029 -0.689 2.007  0.499
O 0.022 -1.598 1.650  -0.966
H 2.408 -2.389 1.177  0.483
H 3.755 -1.842 1.148  0.478
O 2.924 -1.748 0.729  -0.960
H 1.988 0.059 -0.836  0.497
H 1.343 -1.227 -0.860  0.505
O 1.145 -0.310 -1.081  -0.985

# 4
# C45H39BN5O8S2Sb2Y

A molecular structure, C45H39BN5O8S2Sb2Y in a non-equilibrium geometry (wB97M-V/def2-TZVPD, OMol25).

Values from the calculation:
max |F|: 2.9 eV Å⁻¹
total charge: 0
spin multiplicity: 1
energy above the lowest of the compared OMol25 structures with the same formula, charge and spin: 22.9 kcal per mole
molar mass: 1185.21 g/mol

Each line ends with the Mulliken charge.
Atoms and positions in Å:
Y -1.102 -0.401 -2.161  0.287
C 2.323 2.405 -0.481  -0.014
C 3.409 1.624 0.267  -0.697
C 3.051 0.229 0.812  -1.202
Sb 1.142 -0.715 0.490  -0.177
C 0.273 -0.805 2.448  1.334
C -0.809 -1.682 2.553  -1.191
C -1.420 -1.909 3.777  -0.501
C -0.964 -1.250 4.913  -0.773
C 0.103 -0.372 4.816  -0.477
C 0.721 -0.156 3.589  -0.062
C 1.967 -2.671 0.846  0.892
C 2.741 -2.845 1.992  -0.224
C 3.273 -4.086 2.308  -0.737
C 3.023 -5.178 1.488  -0.514
C 2.236 -5.019 0.358  -0.818
C 1.711 -3.772 0.036  -0.551
Sb 1.221 4.036 0.454  1.023
C 2.604 4.545 2.005  -0.152
C 3.161 5.818 2.060  -0.666
C 4.045 6.166 3.076  -0.573
C 4.374 5.241 4.054  -0.553
C 3.814 3.969 4.020  -0.678
C 2.937 3.627 3.003  -0.118
C -0.163 3.059 1.761  -0.535
C -1.050 2.102 1.278  1.054
C -2.060 1.585 2.079  -0.268
C -2.208 2.042 3.379  -0.962
C -1.341 3.009 3.871  -0.857
C -0.328 3.515 3.069  -0.377
H 1.602 1.729 -0.942  -0.693
H 2.775 2.966 -1.303  0.714
H 3.820 2.235 1.070  0.270
H 4.237 1.480 -0.432  0.506
H 3.260 0.136 1.878  0.659
H 3.667 -0.519 0.309  0.631
H -1.171 -2.214 1.678  0.383
H -2.251 -2.600 3.844  0.483
H -1.438 -1.426 5.870  0.367
H 0.460 0.151 5.696  0.443
H 1.564 0.524 3.540  -0.234
H 2.919 -2.016 2.668  0.178
H 3.873 -4.201 3.202  0.411
H 3.433 -6.149 1.735  0.367
H 2.024 -5.867 -0.281  0.442
H 1.098 -3.670 -0.848  0.446
H 2.903 6.556 1.308  0.372
H 4.472 7.160 3.103  0.385
H 5.063 5.510 4.844  0.386
H 4.058 3.248 4.790  0.439
H 2.489 2.641 2.997  0.677
H -0.943 1.739 0.261  0.105
H -2.719 0.818 1.694  0.391
H -2.987 1.637 4.012  0.435
H -1.450 3.366 4.887  0.411
H 0.336 4.271 3.472  0.513
N -0.040 4.017 -3.226  0.282
C 0.260 2.727 -3.082  -1.263
N -0.685 2.151 -2.362  1.074
C -1.558 3.160 -2.113  -0.002
N -1.207 4.318 -2.617  -0.809
C -2.810 2.891 -1.407  0.045
C -3.583 3.899 -0.850  -0.487
N -4.722 3.634 -0.224  -0.622
C -5.074 2.355 -0.163  -0.596
C -4.301 1.339 -0.711  -0.500
N -3.155 1.604 -1.335  0.028
H 0.468 4.730 -3.720  0.234
H 1.124 2.236 -3.495  0.774
H -3.264 4.932 -0.913  0.514
H -6.002 2.122 0.344  0.438
H -4.594 0.301 -0.648  0.823
O 0.448 -2.160 -2.324  -0.060
S 1.563 -1.400 -2.938  1.448
O 2.864 -1.690 -2.413  -0.578
O 1.191 0.024 -2.836  0.118
C 1.545 -1.860 -4.655  -0.383
C 2.692 -2.492 -5.108  -0.609
C 2.774 -2.946 -6.418  -0.609
C 1.707 -2.766 -7.274  -0.659
C 0.551 -2.138 -6.826  -0.471
C 0.450 -1.681 -5.521  -0.845
S -1.151 -0.982 -5.093  1.829
O -1.901 -0.949 -6.308  -0.711
O -1.694 -1.835 -4.013  -0.630
O -0.925 0.336 -4.466  -0.813
H 3.514 -2.623 -4.420  0.593
H 3.673 -3.442 -6.758  0.408
H 1.760 -3.117 -8.296  0.399
H -0.292 -1.996 -7.485  0.591
O -4.032 -1.677 -0.672  -0.072
B -2.657 -1.760 -1.029  0.813
O -2.281 -3.115 -0.868  0.248
C -3.382 -3.809 -0.445  0.429
C -3.498 -5.149 -0.153  -1.156
C -4.750 -5.589 0.275  -0.581
C -5.823 -4.711 0.398  -0.595
C -5.689 -3.356 0.098  -0.933
C -4.447 -2.938 -0.323  0.694
H -2.658 -5.822 -0.254  0.525
H -4.890 -6.635 0.515  0.401
H -6.781 -5.087 0.731  0.401
H -6.517 -2.666 0.189  0.470

# 5
# C32H30AuF4N3O3

A molecular structure, C32H30AuF4N3O3 in a non-equilibrium geometry (wB97M-V/def2-TZVPD, OMol25).

Values from the calculation:
max |F|: 2.7 eV Å⁻¹
total charge: 0
spin multiplicity: 1
energy above the lowest of the compared OMol25 structures with the same formula, charge and spin: 15.1 kcal per mole
molar mass: 777.57 g/mol

Each line ends with the Mulliken charge.
Atoms and positions in Å:
Au -0.057 0.714 0.505  1.013
C -1.546 2.548 2.800  -1.331
C -2.473 2.523 1.588  -0.673
N -1.867 2.135 0.288  0.902
C -2.904 1.535 -0.589  -0.374
C -4.073 2.453 -0.949  -1.456
C -1.202 3.240 -0.423  -1.029
C 0.055 3.733 0.250  -1.008
N 0.934 2.636 0.605  0.275
C 2.262 2.822 0.801  -0.884
C 2.978 1.925 1.639  0.559
F 2.281 1.016 2.342  -0.420
C 4.338 1.987 1.828  0.477
F 4.929 1.077 2.618  -0.332
C 5.109 2.981 1.256  -0.594
C 4.440 3.910 0.491  0.247
F 5.130 4.910 -0.078  -0.332
C 3.079 3.846 0.262  0.618
F 2.569 4.803 -0.550  -0.379
H -2.164 2.557 3.699  0.455
H -0.897 3.419 2.826  0.306
H -0.931 1.651 2.833  0.172
H -2.949 3.503 1.471  0.422
H -3.254 1.791 1.795  0.534
H -3.302 0.660 -0.080  0.018
H -2.411 1.185 -1.495  0.449
H -4.700 2.662 -0.082  0.288
H -4.690 1.948 -1.692  0.489
H -3.748 3.398 -1.381  0.351
H -1.877 4.094 -0.543  0.384
H -0.939 2.860 -1.413  0.441
H -0.214 4.294 1.154  0.328
H 0.506 4.445 -0.437  0.585
H 6.173 3.047 1.421  0.502
O -4.004 -1.402 2.707  -0.716
C -4.121 -2.171 1.614  0.238
C -5.244 -2.992 1.498  -0.638
C -5.392 -3.823 0.407  -0.334
C -4.433 -3.852 -0.603  -0.825
C -3.339 -3.015 -0.517  -0.585
C -3.168 -2.170 0.579  0.154
C -2.020 -1.222 0.607  1.688
O -1.370 -1.003 -0.451  -0.849
O -1.741 -0.612 1.685  -0.981
H -3.121 -0.969 2.643  0.382
H -5.979 -2.959 2.292  0.444
H -6.264 -4.461 0.340  0.386
H -4.549 -4.516 -1.449  0.416
H -2.589 -2.989 -1.297  0.414
N 1.313 -0.772 0.489  -0.484
C 1.861 -1.476 -0.385  0.498
C 2.296 -0.890 -1.694  -0.072
C 2.138 -1.598 -2.883  -0.390
C 2.504 -1.011 -4.084  -0.743
C 3.033 0.272 -4.107  -0.461
C 3.196 0.975 -2.922  -0.787
C 2.821 0.399 -1.719  0.068
C 2.101 -2.927 -0.146  -0.005
C 3.284 -3.533 -0.561  -0.272
C 3.476 -4.888 -0.343  -0.761
C 2.486 -5.642 0.274  -0.377
C 1.309 -5.037 0.690  -0.815
C 1.119 -3.679 0.493  -0.142
H 1.723 -2.597 -2.876  0.521
H 2.369 -1.559 -5.008  0.414
H 3.320 0.722 -5.048  0.401
H 3.612 1.975 -2.928  0.474
H 2.950 0.937 -0.786  0.511
H 4.054 -2.946 -1.043  0.504
H 4.401 -5.356 -0.654  0.393
H 2.637 -6.702 0.433  0.387
H 0.539 -5.625 1.173  0.415
H 0.206 -3.193 0.814  0.531

# 6
# C3H5NO2

A molecular structure, C3H5NO2 (wB97M-V/def2-TZVPD, OMol25).

Values from the calculation:
max |F|: 0.7 eV Å⁻¹
total charge: 0
spin multiplicity: 1
energy above the lowest of the compared OMol25 structures with the same formula, charge and spin: 27.7 kcal per mole
molar mass: 87.08 g/mol

Each line ends with the natural charge from an NBO analysis.
Atoms and positions in Å:
N -0.928 1.274 -0.189  -0.817
C -0.031 0.180 -0.428  -0.180
C 1.232 -0.060 0.433  -0.081
O 0.874 -1.466 0.557  -0.489
C -0.382 -1.217 0.085  0.763
O -1.369 -1.875 0.218  -0.544
H -1.655 1.005 0.466  0.374
H -1.394 1.550 -1.046  0.372
H 0.247 0.129 -1.486  0.222
H 2.213 0.069 -0.026  0.191
H 1.192 0.411 1.417  0.190